This record from OMol25 describes a structure of composition C37H40BF4OPdS4Sb. The level of theory is ωB97M-V with the def2-TZVPD basis set.

Calculated values
Gap between HOMO and LUMO   0.2807 Eh
DFT total energy   -3894.53608 a.u.
LUMO energy   -0.51 eV

Cartesian coordinates (Å):
Pd (0.95, -1.13, 1.11)
C (4.58, -2.19, -0.59)
C (4.81, -1.64, 0.81)
S (3.42, -0.94, 1.78)
C (3.17, -2.20, 3.07)
C (2.62, -3.53, 2.56)
S (1.01, -3.37, 1.69)
C (1.27, -4.28, 0.15)
C (2.12, -3.59, -0.90)
S (3.91, -3.87, -0.71)
H (5.56, -2.26, -1.06)
H (3.99, -1.51, -1.19)
H (5.51, -0.81, 0.75)
H (5.26, -2.40, 1.45)
H (2.45, -1.73, 3.73)
H (4.09, -2.37, 3.62)
H (2.46, -4.19, 3.40)
H (3.31, -4.00, 1.86)
H (0.26, -4.41, -0.24)
H (1.66, -5.27, 0.42)
H (1.94, -2.51, -0.86)
H (1.82, -3.93, -1.89)
F (-1.60, -1.22, 4.36)
B (-0.65, -0.30, 3.97)
F (0.59, -1.02, 3.63)
F (-1.04, 0.37, 2.79)
F (-0.33, 0.61, 4.97)
C (-9.06, -2.82, -3.52)
C (-7.66, -2.62, -3.00)
O (-6.99, -1.66, -3.25)
S (-7.10, -3.98, -1.98)
C (-5.50, -3.41, -1.49)
C (-4.49, -3.23, -2.43)
C (-3.24, -2.79, -2.02)
C (-2.98, -2.56, -0.67)
C (-4.00, -2.75, 0.27)
C (-5.25, -3.17, -0.14)
C (-1.70, -2.08, -0.23)
C (-0.60, -1.68, 0.08)
H (-9.05, -2.74, -4.60)
H (-9.69, -2.02, -3.12)
H (-9.48, -3.79, -3.22)
H (-4.69, -3.42, -3.47)
H (-2.46, -2.63, -2.75)
H (-3.80, -2.55, 1.31)
H (-6.04, -3.30, 0.58)
C (2.25, 1.93, 3.20)
C (1.13, 2.91, 2.94)
C (0.85, 3.90, 3.87)
C (-0.21, 4.78, 3.67)
C (-1.00, 4.68, 2.54)
C (-0.72, 3.70, 1.60)
C (0.34, 2.82, 1.79)
Sb (0.61, 1.30, 0.33)
C (2.42, 1.61, -0.80)
C (2.49, 0.72, -1.87)
C (3.56, 0.74, -2.75)
C (4.59, 1.65, -2.55)
C (4.52, 2.53, -1.49)
C (3.45, 2.55, -0.61)
C (3.45, 3.56, 0.51)
C (-0.84, 1.88, -1.11)
C (-1.99, 1.11, -1.23)
C (-2.97, 1.41, -2.17)
C (-2.78, 2.49, -3.01)
C (-1.65, 3.28, -2.88)
C (-0.67, 3.01, -1.93)
C (0.52, 3.92, -1.84)
H (2.96, 2.35, 3.91)
H (2.79, 1.68, 2.30)
H (1.84, 1.02, 3.63)
H (1.45, 3.97, 4.76)
H (-0.41, 5.54, 4.42)
H (-1.83, 5.36, 2.39)
H (-1.35, 3.61, 0.73)
H (1.69, 0.00, -2.02)
H (3.58, 0.05, -3.59)
H (5.43, 1.68, -3.23)
H (5.32, 3.26, -1.35)
H (3.92, 4.49, 0.18)
H (4.02, 3.19, 1.36)
H (2.45, 3.80, 0.86)
H (-2.14, 0.27, -0.57)
H (-3.86, 0.80, -2.24)
H (-3.53, 2.74, -3.75)
H (-1.53, 4.15, -3.52)
H (0.21, 4.96, -1.99)
H (1.27, 3.68, -2.60)
H (1.01, 3.87, -0.87)